Formula: C2H4N4
Source: the OMol25 dataset
Level of theory: ωB97M-V/def2-TZVPD

XYZ file:
```
10
Properties=species:S:1:pos:R:3:forces:R:3
N 1.532 0.466 -0.205 -0.599 -0.040 0.073
N 0.167 0.010 -0.111 1.231 0.155 0.095
C -0.976 0.710 0.176 0.599 0.539 0.253
N -1.980 -0.090 0.303 -0.347 -0.354 -0.304
N -1.530 -1.381 0.078 1.036 0.277 0.273
C -0.231 -1.310 -0.116 -0.679 0.456 -0.349
H 1.885 0.733 0.722 -0.433 -0.059 -0.601
H 1.690 1.228 -0.895 -0.719 -0.886 0.758
H -0.985 1.788 0.345 -0.009 -0.456 -0.206
H 0.427 -2.154 -0.298 -0.082 0.369 0.007
```
Positions in Å, forces in eV/Å.

As for the structure (SMILES): Nn1cnnc1. The value obtained for the largest force on an atom is 1.37 eV/Å. The molar mass is 84.08 g/mol. The value obtained for the energy relative to the best compared isomer or geometry (same formula, charge and spin) is 1.7897 eV. The calculation puts the gap between HOMO and LUMO at 0.3842 hartree.

Results of the Mulliken charge analysis, in e, for atoms 1 through 2: N -0.743; N 0.248

Formula: C16H20Cl5O5Re
Source: the OMol25 dataset
Level of theory: ωB97M-V/def2-TZVPD

XYZ file:
```
47
Properties=species:S:1:pos:R:3:forces:R:3
Re -0.100 0.055 0.177 0.236 0.353 -0.294
C -0.623 0.781 3.029 0.101 -0.055 0.020
C -1.942 0.776 2.299 -0.028 0.026 -0.097
O -1.623 1.201 0.933 0.002 -0.084 0.084
C -2.680 1.634 0.021 -0.093 -0.077 0.123
C -1.961 2.084 -1.219 0.080 -0.010 -0.055
O -0.920 1.121 -1.568 -0.075 -0.250 -0.041
C 0.038 1.680 -2.496 -0.008 0.026 0.067
C 0.938 2.604 -1.724 0.063 0.112 -0.067
O 1.371 1.935 -0.518 -0.183 -0.320 0.201
C 2.770 1.577 -0.511 0.099 0.124 -0.069
C 2.886 0.102 -0.752 -0.019 -0.014 0.062
O 2.025 -0.556 0.213 -0.129 -0.280 0.050
C 2.582 -0.535 1.569 0.008 0.030 -0.035
C 1.749 0.324 2.490 -0.064 -0.097 0.076
O 0.345 -0.004 2.238 0.040 0.373 -0.198
H -0.730 0.331 4.014 0.063 -0.090 0.042
H -0.240 1.797 3.130 0.060 0.015 -0.037
H -2.614 1.495 2.764 -0.066 0.067 -0.052
H -2.414 -0.205 2.264 -0.007 -0.056 -0.041
H -3.226 2.466 0.462 0.010 0.046 0.072
H -3.351 0.796 -0.146 0.019 -0.022 0.072
H -1.498 3.050 -1.039 0.032 0.067 -0.010
H -2.655 2.173 -2.053 -0.028 -0.021 -0.071
H -0.481 2.207 -3.297 -0.058 -0.012 -0.015
H 0.575 0.834 -2.917 -0.018 -0.066 -0.016
H 0.436 3.519 -1.424 0.007 0.061 0.051
H 1.790 2.882 -2.343 0.049 0.040 0.061
H 3.175 1.862 0.458 0.006 0.045 0.043
H 3.318 2.129 -1.272 -0.029 0.096 0.016
H 3.911 -0.246 -0.628 0.018 -0.080 0.011
H 2.529 -0.193 -1.735 -0.048 -0.046 -0.017
H 3.593 -0.131 1.544 0.046 -0.011 -0.061
H 2.644 -1.561 1.907 0.004 -0.032 -0.012
H 1.884 1.390 2.307 -0.053 0.054 -0.025
H 1.999 0.104 3.526 -0.059 -0.017 0.085
Cl -2.713 -0.989 -2.059 -0.085 -0.094 -0.044
C -1.753 -2.187 -1.353 0.021 -0.198 0.010
C -0.805 -1.896 -0.348 0.122 0.042 0.135
C -0.291 -3.079 0.250 -0.053 -0.139 -0.154
Cl 0.618 -3.007 1.667 -0.085 0.017 0.014
C -0.537 -4.430 -0.232 0.140 0.242 0.196
Cl 0.207 -5.737 0.493 0.102 -0.082 0.122
C -1.391 -4.645 -1.301 -0.021 0.040 -0.015
Cl -1.679 -6.197 -1.886 -0.026 -0.102 -0.055
C -2.032 -3.536 -1.849 -0.013 0.286 -0.025
Cl -3.124 -3.775 -3.084 -0.083 0.092 -0.108
```
Positions in Å, forces in eV/Å.

As for the charge: +3. The value obtained for the largest force on an atom is 0.52 eV/Å. The molar mass is 655.80 g/mol. The value obtained for the energy relative to the best compared isomer or geometry (same formula, charge and spin) is 1.0179 eV. Its expectation value of S² is 0.7739. Its spin multiplicity is 2. The calculation puts the gap between HOMO and LUMO (spin up / spin down) at 0.2508 / 0.1900 hartree.

Results of the Mulliken charge analysis, in e, for atoms 1 through 2: Re 1.993; C -0.391

Formula: C8H11BI2N
Source: the OMol25 dataset
Level of theory: ωB97M-V/def2-TZVPD

XYZ file:
```
23
Properties=species:S:1:pos:R:3:forces:R:3
C -1.866 -2.161 1.993 3.250 4.254 0.657
C -0.728 -2.059 0.815 -0.455 -0.264 0.061
C -1.070 -0.906 -0.298 1.596 1.188 1.535
I -2.861 -1.418 -1.446 0.853 0.292 0.344
B 0.251 -0.603 -1.274 -1.643 1.340 1.406
C 0.966 0.867 -1.089 2.541 4.897 1.021
C 1.167 2.020 -2.220 1.075 0.229 3.612
C 1.854 3.413 -1.823 -0.589 -0.820 0.104
N 2.390 3.931 -0.535 -3.201 -7.158 -1.323
C 2.198 2.840 0.460 -0.508 -0.755 -0.314
C 1.557 1.376 0.341 -0.106 2.116 -3.173
H -2.693 -1.354 1.756 1.468 -1.600 0.727
H -2.323 -3.249 2.079 4.109 5.706 1.418
H -1.335 -1.956 3.041 -1.023 0.163 -1.935
H -0.670 -3.099 0.282 -0.046 1.798 0.801
H 0.327 -1.817 1.259 -1.746 -0.400 -0.789
H -1.311 0.095 0.306 0.206 -2.244 -1.365
H 0.619 -1.389 -2.067 0.239 -0.155 -0.181
H 0.789 1.832 -3.320 0.924 0.599 2.498
H 1.930 4.207 -2.714 -0.155 -1.955 2.159
H 2.575 3.137 1.556 -0.889 -0.743 -2.683
H 1.501 0.671 1.282 0.185 1.744 -2.073
I -3.268 -4.380 1.616 -6.088 -8.234 -2.508
```
Positions in Å, forces in eV/Å.

As for the charge: -1. The value obtained for the largest force on an atom is 10.54 eV/Å. The molar mass is 385.80 g/mol. The calculation puts the gap between HOMO and LUMO at 0.1397 hartree.

Results of the Mulliken charge analysis, in e, for atoms 1 through 2: C -1.080; C -0.194

Formula: C26H37N4O2
Source: the OMol25 dataset
Level of theory: ωB97M-V/def2-TZVPD

XYZ file:
```
69
Properties=species:S:1:pos:R:3:forces:R:3
C -4.550 -2.680 0.387 0.220 -0.135 -0.048
C -3.179 -3.229 0.009 -0.251 0.090 0.064
N -2.243 -2.170 -0.341 0.166 -0.033 0.091
C -1.159 -2.611 -1.202 0.177 -0.097 0.014
C -0.149 -3.586 -0.586 -0.235 0.221 -0.084
C -1.796 -1.436 0.832 -0.078 -0.375 0.022
C -0.851 -0.308 0.477 -0.008 -0.278 0.367
O 0.355 -0.388 0.693 -0.028 -0.241 0.137
N -1.422 0.810 -0.034 -0.100 0.294 -0.172
C -2.820 0.924 -0.296 -0.555 0.013 -0.149
C -3.383 0.290 -1.392 -0.043 0.190 -0.018
C -4.739 0.429 -1.631 0.017 0.018 -0.075
C -5.520 1.197 -0.784 -0.018 0.000 -0.016
C -4.944 1.846 0.296 0.017 -0.014 0.010
C -3.587 1.720 0.549 0.133 -0.174 0.093
C -2.895 2.467 1.649 -0.010 0.170 -0.111
C -2.073 3.614 1.051 -0.166 -0.036 0.210
C -0.861 3.218 0.250 0.035 -0.176 -0.060
C 0.088 4.211 0.006 0.103 -0.042 -0.120
C 1.286 3.962 -0.636 0.002 -0.054 0.033
C 1.531 2.685 -1.115 -0.540 -0.133 0.165
N 2.773 2.316 -1.697 -0.040 0.441 -0.441
C 3.520 1.308 -1.254 0.121 -0.359 0.463
O 4.489 0.848 -1.841 0.205 0.016 -0.298
C 3.199 0.725 0.137 -0.405 0.481 -0.144
N 4.079 -0.449 0.282 0.437 0.026 -0.582
C 4.951 -0.402 1.477 0.515 0.132 0.541
C 6.048 0.639 1.331 -0.135 -0.076 -0.043
C 3.337 -1.729 0.159 -0.261 -0.699 -0.167
C 4.226 -2.856 -0.337 0.017 0.175 0.111
C 0.554 1.713 -0.993 0.053 0.327 -0.142
C -0.607 1.944 -0.266 0.616 0.370 -0.095
H -5.257 -3.501 0.468 -0.117 -0.050 0.073
H -4.529 -2.161 1.342 -0.060 0.064 0.113
H -4.898 -1.989 -0.375 -0.065 0.039 -0.044
H -3.292 -3.862 -0.874 0.063 -0.049 0.041
H -2.799 -3.857 0.831 0.026 -0.059 -0.097
H -1.617 -3.074 -2.080 0.045 0.088 -0.020
H -0.626 -1.716 -1.541 0.000 -0.050 -0.143
H -0.650 -4.482 -0.229 0.018 -0.140 0.055
H 0.579 -3.877 -1.339 0.107 -0.081 -0.073
H 0.376 -3.120 0.245 0.085 0.004 0.121
H -2.679 -1.015 1.319 0.069 -0.013 0.067
H -1.271 -2.083 1.556 -0.039 0.180 -0.064
H -2.767 -0.307 -2.043 0.067 -0.021 -0.060
H -5.185 -0.060 -2.484 -0.048 -0.055 -0.083
H -6.578 1.300 -0.969 -0.108 0.010 -0.026
H -5.552 2.456 0.947 -0.064 0.073 0.082
H -3.632 2.886 2.335 0.030 -0.051 0.018
H -2.240 1.802 2.217 -0.044 0.013 0.073
H -1.741 4.271 1.858 -0.003 0.027 -0.065
H -2.727 4.209 0.404 0.006 0.027 0.072
H -0.107 5.206 0.378 -0.025 0.112 0.063
H 2.021 4.743 -0.749 0.116 0.099 0.009
H 3.068 2.767 -2.555 0.064 -0.153 0.068
H 2.151 0.441 0.276 0.231 -0.026 0.019
H 3.436 1.487 0.881 0.042 -0.075 0.007
H 4.691 -0.342 -0.583 -0.296 -0.093 0.435
H 5.407 -1.385 1.603 -0.165 0.023 -0.054
H 4.325 -0.201 2.350 -0.054 -0.093 -0.117
H 5.652 1.648 1.266 -0.021 0.114 -0.013
H 6.645 0.445 0.443 0.080 0.006 -0.072
H 6.704 0.594 2.196 0.025 -0.005 0.070
H 2.523 -1.580 -0.551 0.001 0.144 0.107
H 2.894 -1.962 1.130 -0.039 0.155 -0.051
H 3.622 -3.746 -0.483 -0.058 -0.059 -0.006
H 5.015 -3.106 0.367 0.079 -0.051 0.044
H 4.677 -2.594 -1.291 0.052 -0.012 -0.113
H 0.705 0.747 -1.448 0.037 -0.082 0.005
```
Positions in Å, forces in eV/Å.

As for the structure (SMILES): CCN(CC)CC(=O)N1c2ccccc2CCc2ccc(NC(=O)C[NH+](CC)CC)cc21. As for the charge: +1. The value obtained for the largest force on an atom is 0.76 eV/Å. The molar mass is 437.61 g/mol. The value obtained for the energy relative to the best compared isomer or geometry (same formula, charge and spin) is 0.0217 eV. The calculation puts the gap between HOMO and LUMO at 0.3247 hartree.

Results of the Mulliken charge analysis, in e, for atoms 1 through 2: C -1.175; C -0.634